[1]
This record from the Open Molecules 2025 dataset describes 2 unconnected molecules or ions with the total composition C2H2N2O. The level of theory is ωB97M-V with the def2-TZVPD basis set.

Values from the calculation:
energy relative to the best compared isomer or geometry (same formula, charge and spin)	325.3	kJ/mol
total charge	0
E_HOMO	-8.921	eV

Geometry as XYZ:
```
7
Properties=species:S:1:pos:R:3:forces:R:3:mulliken_charge:R:1
C -0.46062 -1.26643 -0.53976 0.284 -0.151 0.169 -0.191
C -0.78773 1.89036 0.69711 -0.301 0.135 -0.199 0.127
N 0.52933 -0.73895 -0.18284 -0.986 -1.228 -0.395 0.486
N 1.66651 -0.32226 -0.11848 1.681 1.253 -0.199 -0.792
O -1.59230 2.11801 -0.05980 0.282 -0.072 0.229 -0.134
H -1.50942 -1.16853 -0.54459 -0.624 0.245 0.092 0.263
H 2.15424 -0.51220 0.74837 -0.336 -0.181 0.304 0.242
```
Forces are in eV/Å.



[2]
This record from the Open Molecules 2025 dataset describes 2 unconnected molecules or ions with the total composition CH2FNOS. The level of theory is ωB97M-V with the def2-TZVPD basis set.

Values from the calculation:
energy relative to the best compared isomer or geometry (same formula, charge and spin)	652.6	kJ/mol
total charge	0
E_HOMO (alpha / beta)	-10.121 / -10.029	eV

Geometry as XYZ:
```
7
Properties=species:S:1:pos:R:3:forces:R:3:mulliken_charge:R:1
C -0.21986 0.11024 -0.60873 1.870 -0.400 2.321 -0.117
N 0.99764 -1.14739 0.89232 -0.527 1.380 -2.073 -0.212
O -1.02121 2.24365 -1.54081 -0.215 1.041 -0.286 -0.483
F 0.02226 -1.93772 1.41240 -0.272 0.032 0.405 -0.108
S -0.13392 1.70957 -0.50685 -0.318 -1.760 -0.333 0.313
H -0.73764 -0.60876 -1.20989 -0.175 -0.128 -0.227 0.351
H 1.09274 -0.36959 1.56155 -0.364 -0.165 0.192 0.255
```
Forces are in eV/Å.